1.
This record from the OMol25 dataset describes a structure of composition C10H36B4F8N3O5V at a distorted geometry. The level of theory is ωB97M-V/def2-TZVPD.

Geometry as XYZ:
```
67
Properties=species:S:1:pos:R:3:mulliken_charge:R:1
O 0.062 1.563 0.679 -0.3091
V -1.180 0.656 0.365 1.3313
O -0.843 -0.383 -0.796 -0.7466
B -2.856 1.829 -0.765 1.7910
H -2.295 2.260 0.099 -0.7291
H -2.078 1.637 -1.592 -0.3247
H -3.269 0.817 -0.491 -0.3732
H -3.682 2.559 -1.084 -0.2281
B -1.270 -0.998 2.180 0.7515
H -0.456 -0.256 2.510 -0.4021
H -2.129 -0.431 1.699 0.0932
H -0.829 -1.734 1.403 -0.1956
H -1.680 -1.690 3.008 -0.1593
C -3.336 -2.303 -1.132 -0.9848
C -2.617 -3.195 -0.187 0.7899
O -1.850 -4.040 -0.476 -0.4359
N -2.944 -2.979 1.304 0.0574
H -2.432 -2.166 1.717 -0.1581
H -3.926 -2.701 1.282 0.4310
C -2.877 -4.228 2.144 -0.8897
H -3.134 -2.495 -2.181 0.3292
H -3.147 -1.275 -0.860 0.0463
H -4.432 -2.341 -1.092 0.4306
H -3.694 -4.883 1.855 0.3665
H -3.005 -3.834 3.150 0.3735
H -1.954 -4.791 2.061 0.2872
C -0.377 4.552 0.823 -0.3110
C -0.356 5.379 -0.421 0.5817
O 0.318 6.356 -0.490 -0.5094
N -0.980 4.725 -1.631 0.1605
H -0.626 3.741 -1.622 -0.0109
H -1.995 4.786 -1.617 0.3976
C -0.454 5.277 -2.940 -0.9008
H -1.101 3.758 0.734 -0.3202
H -0.444 5.207 1.686 0.4424
H 0.600 4.066 0.881 0.2336
H 0.590 5.010 -3.063 0.3668
H -0.700 6.329 -3.033 0.3417
H -1.021 4.764 -3.716 0.3740
C 3.926 -5.131 -0.098 -1.4185
C 4.552 -3.848 -0.577 0.3742
C 4.032 -2.564 0.066 -0.5931
O 2.762 -2.372 -0.493 -0.2699
C 2.343 -1.051 -0.163 -0.6915
N 6.067 -3.896 -0.654 -0.2858
H 6.427 -3.038 -1.086 0.3904
H 6.519 -3.915 0.264 0.3340
H 6.381 -4.621 -1.298 0.3708
H 2.857 -5.140 -0.291 0.3458
H 4.131 -5.274 0.965 0.3614
H 4.322 -6.008 -0.619 0.4207
H 4.412 -3.771 -1.661 0.2352
H 4.761 -1.779 -0.184 0.2752
H 4.022 -2.616 1.160 0.3493
H 2.284 -0.813 0.902 0.3509
H 1.400 -0.929 -0.691 -0.0459
H 3.001 -0.310 -0.631 0.3991
B -2.403 3.066 3.338 -0.1320
F -1.182 2.980 4.031 -0.4137
F -2.660 4.367 2.898 -0.3935
F -2.339 2.168 2.259 -0.2885
F -3.479 2.702 4.184 -0.3899
B 1.272 2.650 -2.399 0.0395
F 1.466 2.632 -3.786 -0.3469
F 1.933 1.576 -1.779 -0.1926
F 1.725 3.851 -1.823 -0.3779
F -0.134 2.541 -2.225 -0.3952
```

**Relative energy (zero: lowest compared OMol25 entry of this formula, charge and spin)**: 0.00 kJ/mol
**Charge**: 0
**E_tot**: -75800.22981 eV

2.
This record from the OMol25 dataset describes a cluster of 8 separate species, C10H36N2O8 in total at a distorted geometry. The level of theory is ωB97M-V/def2-TZVPD.

Geometry as XYZ:
```
56
Properties=species:S:1:pos:R:3:mulliken_charge:R:1
C 1.163 -2.975 1.737 -0.8622
C 0.809 -4.443 1.522 -0.4699
O 1.981 -5.295 1.500 -0.5369
H 1.604 -2.420 0.898 0.1920
H 1.773 -2.797 2.565 0.6173
H 0.329 -2.373 2.163 0.2107
H 0.194 -4.511 0.613 0.2843
H 0.266 -4.674 2.444 0.2485
H 1.874 -6.035 0.878 0.3082
C -2.861 3.065 -1.234 -0.9140
C -1.487 3.650 -0.842 -0.5971
O -0.653 2.689 -0.112 -0.3777
H -3.644 2.987 -0.333 0.3133
H -2.895 2.075 -1.694 0.2590
H -3.206 3.802 -1.960 0.3245
H -1.813 4.321 -0.110 0.5009
H -0.880 4.222 -1.580 0.3839
H 0.069 3.092 0.379 0.0896
C -0.465 2.091 -3.815 0.5693
O -0.900 3.385 -3.841 -0.7133
N -0.327 1.367 -4.899 -0.2830
N -0.474 1.439 -2.665 -0.0719
H -0.168 1.812 -5.867 0.2837
H -0.135 0.357 -4.946 0.1310
H -0.550 1.982 -1.789 -0.0117
H -0.605 0.442 -2.700 0.3662
C 2.146 -0.048 -1.233 -0.1535
O 3.498 -0.275 -0.873 -0.5611
H 1.961 0.588 -2.103 0.5107
H 1.584 0.413 -0.426 -0.1527
H 1.761 -1.002 -1.451 0.0752
H 3.936 -0.733 -1.520 0.2882
C -0.517 -2.758 -2.375 -0.5674
O -0.455 -1.432 -2.902 -0.5842
H 0.246 -2.779 -1.630 0.1166
H -0.438 -3.706 -3.047 0.2861
H -1.512 -2.908 -1.896 0.2403
H 0.369 -1.262 -3.376 0.2458
C -0.974 0.976 4.891 -0.6579
O -0.215 2.066 4.404 -0.5935
H -1.183 1.178 5.891 0.3823
H -0.518 0.020 4.935 0.2531
H -1.948 0.905 4.380 0.2026
H 0.375 1.782 3.711 0.4805
C 1.711 0.314 2.539 -0.4100
O 1.290 1.573 2.191 -0.4144
H 0.788 -0.160 2.739 -0.0142
H 2.405 0.435 3.422 0.3411
H 2.192 -0.131 1.626 0.2816
H 2.061 2.172 2.182 0.2002
C -1.357 -0.758 0.455 -0.4761
O -1.338 0.259 1.484 -0.4950
H -1.792 -1.709 0.760 0.4386
H -0.290 -0.979 0.203 0.0014
H -1.811 -0.378 -0.449 0.2762
H -0.975 1.079 1.158 0.2151
```

**Relative energy (zero: lowest compared OMol25 entry of this formula, charge and spin)**: 265.90 kJ/mol
**Charge**: 0
**E_tot**: -30309.56582 eV

3.
This record from the OMol25 dataset describes a cluster of 8 separate species, C10H36N8O8 in total at a distorted geometry. The level of theory is ωB97M-V/def2-TZVPD.

Geometry as XYZ:
```
62
Properties=species:S:1:pos:R:3:mulliken_charge:R:1
C -3.086 -3.225 -1.386 -0.5229
C -3.492 -2.195 -2.364 -0.4601
O -2.551 -1.190 -2.196 -0.3308
H -3.609 -4.172 -1.511 0.4698
H -3.228 -2.904 -0.356 -0.0371
H -1.974 -3.490 -1.485 0.1572
H -4.524 -1.826 -2.116 0.2203
H -3.630 -2.527 -3.438 0.3674
H -1.940 -1.292 -2.927 0.1494
C 1.544 4.866 -1.567 -0.8563
C 0.652 4.198 -0.601 -0.0597
O -0.727 3.919 -0.984 -0.6063
H 1.645 4.164 -2.402 0.1756
H 2.500 5.032 -1.025 0.3375
H 1.040 5.801 -1.944 0.2555
H 0.476 4.719 0.344 0.4685
H 1.110 3.266 -0.332 -0.0832
H -1.129 3.499 -0.199 0.3105
C 1.773 -0.808 4.156 0.3786
O 1.666 -0.614 5.615 -0.6963
N 2.709 -0.321 3.401 -0.4023
N 0.873 -1.432 3.479 -0.4102
H 3.437 0.250 3.933 0.3091
H 2.498 0.152 2.474 0.3438
H 0.123 -1.895 4.053 0.1632
H 1.107 -1.717 2.478 0.3405
C 2.407 1.941 1.533 0.3986
O 1.522 2.880 2.144 -0.6825
N 2.004 0.727 1.097 -0.2962
N 3.714 2.041 1.580 -0.2783
H 0.986 0.519 1.142 -0.0475
H 2.642 0.009 0.643 0.3570
H 4.181 2.924 2.091 0.3525
H 4.355 1.374 1.303 0.1921
C -1.160 0.235 0.910 0.1732
O -1.480 1.214 -0.061 -0.6852
N -1.387 -1.032 0.811 0.2176
N -0.480 0.547 1.977 -0.3489
H -1.163 -1.673 1.544 0.4046
H -2.024 -1.152 0.029 -0.0872
H -0.286 1.459 2.177 0.3362
H -0.106 -0.231 2.633 0.1450
C 0.491 1.462 -3.958 0.6071
O 1.446 2.368 -4.426 -0.7484
N 0.300 0.327 -4.560 -0.2791
N -0.240 1.698 -2.886 -0.0693
H 0.950 -0.004 -5.298 0.2498
H -0.412 -0.357 -4.284 0.1733
H -0.009 2.495 -2.417 0.0879
H -0.857 1.027 -2.407 0.2667
C -2.281 -3.640 2.260 -0.7694
O -1.147 -3.059 2.812 -0.6484
H -2.892 -2.902 1.681 0.2128
H -2.985 -4.064 2.992 0.3844
H -1.943 -4.449 1.553 0.2830
H -0.608 -3.720 3.321 0.3451
C 0.671 -1.265 -1.748 1.0290
O 0.272 -2.578 -1.333 -0.6155
H 1.090 -0.793 -0.866 -0.6838
H -0.173 -0.706 -2.112 -0.6928
H 1.474 -1.398 -2.510 0.3984
H -0.157 -2.452 -0.441 0.3363
```

**Relative energy (zero: lowest compared OMol25 entry of this formula, charge and spin)**: 835.57 kJ/mol
**Charge**: 0
**E_tot**: -39249.98571 eV

4.
This record from the OMol25 dataset describes a cluster of 9 separate species, C10H38N16O9 in total at a distorted geometry. The level of theory is ωB97M-V/def2-TZVPD.

Geometry as XYZ:
```
73
Properties=species:S:1:pos:R:3:mulliken_charge:R:1
C 0.250 -0.172 3.184 -0.3150
C 0.523 1.066 4.068 -0.3330
O 1.392 0.737 5.141 -0.5534
H 1.134 -0.614 2.725 0.3391
H -0.254 0.159 2.276 -0.2099
H -0.301 -0.950 3.713 0.3208
H -0.371 1.389 4.601 0.2280
H 0.929 1.837 3.412 0.3096
H 0.880 0.504 5.920 0.3145
C -2.376 2.014 1.567 0.5145
O -2.680 1.032 0.980 -0.8669
N -2.245 2.130 2.865 -0.3176
N -2.218 3.151 0.890 -0.3695
H -2.009 3.029 3.258 0.1729
H -2.599 1.368 3.425 0.2693
H -2.383 3.129 -0.107 0.2158
H -2.108 4.055 1.327 0.1628
C 2.869 1.792 -2.511 0.5710
O 2.768 2.150 -1.343 -0.7028
N 3.646 2.325 -3.411 -0.4105
N 2.346 0.676 -2.950 -0.0582
H 4.099 3.152 -3.049 0.2721
H 3.905 1.875 -4.277 0.1684
H 2.782 0.307 -3.783 0.2011
H 1.932 0.002 -2.322 -0.0204
C 0.669 -1.242 -5.307 0.7304
O -0.185 -0.355 -5.221 -0.7101
N 1.258 -1.594 -6.400 -0.3837
N 1.214 -1.810 -4.304 -0.3606
H 1.100 -1.162 -7.299 0.2364
H 1.962 -2.310 -6.293 0.1361
H 0.808 -1.583 -3.408 0.1936
H 1.855 -2.586 -4.393 0.1716
C -4.472 -2.138 1.604 0.6939
O -4.159 -2.214 2.757 -0.6924
N -5.286 -2.929 1.073 -0.3705
N -4.032 -1.365 0.659 -0.3359
H -5.421 -2.929 0.072 0.1075
H -5.821 -3.619 1.581 0.2627
H -3.564 -0.535 0.992 0.2465
H -4.486 -1.483 -0.236 0.1178
C 0.446 5.237 -0.235 0.6323
O 1.380 5.584 0.417 -0.6663
N -0.721 5.776 -0.412 -0.3876
N 0.541 4.113 -0.897 -0.2480
H -0.985 6.626 0.065 0.2165
H -1.345 5.384 -1.103 0.1835
H 1.484 3.752 -0.879 0.1762
H -0.188 3.733 -1.484 0.1590
C -1.264 -4.702 1.795 0.7579
O -1.397 -4.745 0.607 -0.7313
N -2.213 -4.767 2.700 -0.3752
N -0.150 -4.572 2.367 -0.3849
H -3.145 -4.935 2.350 0.2099
H -1.860 -5.012 3.614 0.1514
H 0.683 -4.812 1.849 0.2314
H -0.117 -4.474 3.372 0.1404
C 4.262 -0.097 0.222 0.6140
O 4.957 0.482 1.038 -0.7122
N 4.680 -0.748 -0.858 -0.3557
N 2.980 -0.207 0.395 -0.0909
H 5.645 -0.696 -1.153 0.2171
H 4.010 -1.030 -1.559 0.1666
H 2.442 0.439 0.954 0.0489
H 2.451 -0.813 -0.216 0.0793
C -0.083 -0.907 -0.809 1.0678
O 0.969 -1.347 -1.346 -1.0664
N -1.025 -1.657 -0.387 -0.0875
N -0.323 0.312 -0.552 0.1674
H -0.748 -2.627 -0.346 0.0862
H -1.827 -1.186 0.006 0.0564
H 0.244 1.028 -0.983 0.0311
H -1.130 0.583 -0.008 -0.2336
```

**Relative energy (zero: lowest compared OMol25 entry of this formula, charge and spin)**: 408.49 kJ/mol
**Charge**: 0
**E_tot**: -53259.69966 eV

5.
This record from the OMol25 dataset describes a structure of composition C10H38N2O8 at a distorted geometry. The level of theory is ωB97M-V/def2-TZVPD.

Geometry as XYZ:
```
58
Properties=species:S:1:pos:R:3:mulliken_charge:R:1
O -0.759 1.032 -1.334 -0.7819
H -0.713 0.101 -1.118 0.2284
H 0.036 1.200 -1.840 0.4745
O 2.005 -1.047 1.211 -0.8231
H 1.617 -1.916 1.309 0.3126
H 1.363 -0.452 1.597 0.6816
O -1.843 1.076 0.455 -0.7971
H -1.431 1.091 -0.409 0.4189
H -1.989 1.997 0.668 0.3101
O -0.681 -0.966 -0.245 -1.2302
H -1.497 -0.750 0.205 0.5540
H -0.005 -0.880 0.427 0.4245
O -1.189 -2.188 -2.384 -0.7208
H -0.918 -2.011 -1.483 0.0705
H -2.010 -1.707 -2.487 0.2841
C -1.766 -3.435 0.936 -0.4904
C -1.836 -2.408 2.101 -0.3250
O -0.522 -1.938 2.453 -0.4759
H -2.686 -3.996 0.772 0.3958
H -0.925 -4.116 1.072 0.3095
H -1.597 -2.895 0.004 -0.0858
H -2.389 -2.883 2.911 0.4760
H -2.531 -1.602 1.866 0.2880
H -0.570 -1.298 3.167 0.3028
C 1.052 1.920 0.521 -0.4650
C 0.649 1.230 1.773 0.3833
C -0.208 2.116 2.725 -0.8980
O -0.383 1.465 3.991 -0.3667
C -1.413 2.154 4.723 -0.7715
N 0.051 -0.040 1.438 -0.6542
H 1.921 2.573 0.595 0.6147
H 0.181 2.392 0.065 0.2483
H 1.452 1.161 -0.151 -1.3081
H 1.526 1.017 2.385 0.5312
H -1.144 2.338 2.212 0.2120
H 0.321 3.063 2.837 0.5234
H -1.633 1.642 5.660 0.2571
H -2.333 2.134 4.140 0.3169
H -1.099 3.188 4.865 0.3098
H -0.299 -0.377 2.323 -0.0936
H -0.771 0.144 0.882 0.0975
C 2.471 0.362 -1.046 -2.1377
C 2.076 0.708 -2.453 0.0703
C 1.302 -0.397 -3.143 -0.0839
O 1.176 -0.103 -4.544 -0.4207
C 0.347 -1.063 -5.246 -0.7682
N 1.267 1.851 -2.304 -0.4774
H 1.678 0.049 -0.367 1.5847
H 2.899 1.241 -0.565 0.5320
H 3.195 -0.452 -1.036 0.5850
H 2.985 0.844 -3.039 0.4709
H 0.300 -0.442 -2.716 0.1396
H 1.856 -1.331 -3.047 0.3489
H -0.734 -1.019 -5.111 0.2419
H 0.653 -2.063 -4.937 0.3253
H 0.670 -1.032 -6.286 0.3084
H 1.866 2.494 -1.805 0.2749
H 0.959 2.222 -3.192 0.2679
```

**Relative energy (zero: lowest compared OMol25 entry of this formula, charge and spin)**: 1077.14 kJ/mol
**Charge**: 0
**E_tot**: -30334.67175 eV

6.
This record from the OMol25 dataset describes a cluster of 9 separate species, C10H38O9 in total at a distorted geometry. The level of theory is ωB97M-V/def2-TZVPD.

Geometry as XYZ:
```
57
Properties=species:S:1:pos:R:3:mulliken_charge:R:1
C 27.428 15.143 -15.349 -0.4457
O 27.935 13.934 -14.837 -0.5697
H 28.222 15.853 -15.576 0.1587
H 26.646 15.004 -16.095 0.1369
H 26.935 15.559 -14.469 0.3648
H 28.512 13.521 -15.484 0.3923
C 32.193 15.845 -18.022 -0.8999
O 30.905 15.184 -18.036 -0.5011
H 32.632 16.143 -17.070 0.3687
H 32.961 15.251 -18.517 0.4159
H 32.184 16.712 -18.684 0.1566
H 30.704 15.012 -18.959 0.1886
C 29.537 13.694 -21.291 -0.2943
O 30.816 14.087 -20.681 -0.5018
H 29.127 12.809 -20.805 0.3324
H 28.826 14.422 -20.902 -0.1785
H 29.384 13.728 -22.370 0.3568
H 31.481 13.410 -20.829 0.2509
C 24.632 16.369 -20.042 -0.3727
O 24.673 17.793 -19.889 -0.5600
H 25.563 15.951 -20.426 0.0310
H 24.550 16.005 -19.018 0.2156
H 23.773 16.024 -20.616 0.3678
H 25.473 17.957 -19.384 0.2827
C 28.776 17.513 -21.530 -0.8514
C 30.198 17.945 -21.084 -0.0158
O 30.149 18.907 -20.119 -0.5805
H 29.002 16.768 -22.292 0.3518
H 28.181 18.270 -22.042 0.3055
H 28.253 17.023 -20.708 -0.0151
H 30.666 18.352 -21.980 0.3292
H 30.816 17.106 -20.762 0.1685
H 31.022 19.063 -19.752 0.3037
C 32.193 12.670 -16.092 -1.0997
C 30.818 12.665 -15.511 -0.0473
O 29.971 13.137 -16.605 -0.5017
H 32.537 13.651 -16.418 0.2622
H 32.291 12.041 -16.977 0.2472
H 32.924 12.278 -15.384 0.4133
H 30.733 13.368 -14.682 0.2451
H 30.574 11.636 -15.246 0.2966
H 30.435 13.928 -16.890 0.3611
C 24.874 11.354 -18.292 -1.3052
C 25.497 12.731 -18.304 0.4786
O 26.334 12.761 -19.467 -0.5572
H 24.484 11.242 -17.280 0.3699
H 25.579 10.557 -18.526 0.3153
H 24.081 11.367 -19.040 0.3034
H 25.992 12.956 -17.359 -0.0488
H 24.766 13.519 -18.487 0.1194
H 26.513 13.682 -19.670 0.2073
O 27.949 18.191 -18.599 -0.6620
H 28.605 18.442 -19.250 0.4216
H 28.435 18.140 -17.776 0.2394
O 27.790 15.385 -18.730 0.1483
H 28.653 15.049 -18.491 0.0622
H 27.878 16.336 -18.673 0.0388
```

**Relative energy (zero: lowest compared OMol25 entry of this formula, charge and spin)**: 192.71 kJ/mol
**Charge**: 0
**E_tot**: -29410.96101 eV

> Among the records above, which one has the highest relative energy (zero: lowest compared OMol25 entry of this formula, charge and spin)?

C10H38N2O8